243
Properties=species:S:1:pos:R:3:forces:R:3 method="wB97M-V/def2-TZVPD" total_energy_ha=-3966.8282
C 10.71925 14.46046 14.39302 -0.489 -0.406 -0.359
C 10.52331 15.73630 15.17755 0.543 1.322 -1.677
C 10.97506 16.98688 14.28929 1.051 -0.970 1.535
O 12.38462 16.89130 14.09943 -0.198 0.106 -0.073
C 13.07618 18.12122 14.16373 -0.085 -0.245 -0.848
N 9.19224 15.97365 15.58673 -1.226 -0.924 0.678
H 10.09901 14.31066 13.49888 0.014 0.711 -0.012
H 10.48385 13.55516 14.95743 0.414 0.211 0.396
H 11.74991 14.51765 14.07928 0.458 -0.622 -0.250
H 11.16617 15.63144 16.04490 0.193 0.448 0.256
H 10.76023 17.92074 14.83269 -0.162 -0.248 -0.055
H 10.45200 16.99429 13.33034 -0.116 -0.088 -0.102
H 13.12691 18.52687 15.15890 -0.792 0.497 0.664
H 12.68625 18.84007 13.39622 0.502 -0.393 0.698
H 14.11613 17.87631 14.01902 0.435 -0.010 -0.767
H 8.63150 16.25036 14.81262 -0.602 0.022 -0.690
H 9.10548 16.69967 16.26070 0.115 0.535 0.632
C 19.65599 11.49752 10.64573 0.479 0.845 0.763
C 19.93932 11.43581 9.18101 -0.931 0.213 -1.488
C 19.93110 12.83115 8.53211 0.638 -0.738 1.260
O 18.60716 13.25823 8.51132 -0.341 1.192 -0.235
C 18.52606 14.63602 8.16120 0.007 0.113 0.070
N 21.25412 10.88417 8.95412 0.113 -0.302 -0.052
H 19.93688 10.61156 11.20579 -0.071 -0.385 -0.151
H 18.63781 11.75689 10.87774 -0.559 -0.113 -0.085
H 20.27005 12.30370 11.05589 0.118 0.012 0.177
H 19.10843 10.87634 8.67229 0.567 0.118 0.249
H 20.44412 12.82152 7.55324 -0.474 -0.007 -0.027
H 20.55036 13.45376 9.20272 -0.119 0.205 -0.252
H 18.93674 14.78452 7.16219 0.150 0.119 -0.115
H 19.03977 15.31668 8.86777 0.106 -0.518 -0.103
H 17.49345 14.96539 8.14613 -0.300 -0.317 0.016
H 21.42255 10.82484 7.95653 0.123 -0.106 0.000
H 21.22483 9.94220 9.30971 0.426 -0.353 0.033
C 14.85838 12.59289 15.94565 0.221 -0.404 -0.537
C 15.47199 13.96776 15.89806 0.283 0.451 0.116
C 16.13280 14.36561 14.57216 -2.300 0.357 -0.393
O 17.15221 13.54606 14.16074 0.511 -1.382 0.825
C 17.54594 13.97782 12.88568 0.305 -1.412 0.217
N 14.50547 15.00571 16.21120 -0.196 0.667 0.686
H 14.01342 12.55602 15.25871 -0.042 -0.220 -0.098
H 14.52731 12.21738 16.92206 0.094 0.680 0.044
H 15.61424 11.89960 15.61639 0.090 -0.587 -0.259
H 16.30152 13.97088 16.57741 0.299 0.372 0.968
H 16.47827 15.39753 14.49405 -0.002 0.414 0.898
H 15.31795 14.34421 13.81664 -0.047 -0.159 -0.084
H 18.22348 13.22297 12.50941 0.482 0.120 -0.143
H 18.00653 14.93733 13.00687 0.131 0.686 -0.616
H 16.65362 13.90987 12.29174 -0.305 0.763 -0.947
H 13.67534 14.90462 15.64369 -0.071 -0.007 -0.465
H 14.14442 14.91416 17.16175 0.377 -0.051 -0.106
C 15.17203 11.81321 10.45927 1.010 0.351 0.124
C 15.23351 10.42379 11.10180 0.206 -0.342 -0.229
C 15.93483 9.44994 10.10791 -0.866 -0.080 -0.942
C 16.37260 8.15283 10.73331 0.275 1.840 3.260
C 17.27404 8.50301 12.03610 -1.727 -1.544 -1.721
C 16.49868 9.33131 13.03835 0.118 1.500 0.508
N 16.03228 10.52223 12.34866 0.124 1.636 -1.250
O 15.34003 11.45480 13.23296 0.405 -1.052 -0.606
C 15.35163 8.55557 13.68436 0.057 -0.573 0.036
C 17.49628 9.91915 14.10296 -1.439 -1.525 0.543
C 13.84610 9.91807 11.42895 -0.396 -0.696 -1.213
H 15.01351 11.81693 9.37712 0.221 -0.451 0.012
H 16.14951 12.29828 10.68507 -0.640 -0.096 -0.403
H 14.37760 12.43824 10.83309 -0.224 0.069 0.541
H 15.18984 9.14691 9.31068 0.583 0.809 0.610
H 16.77294 9.94795 9.59355 -0.178 -0.036 0.252
H 16.88327 7.52888 10.04528 0.387 -0.783 -0.475
H 15.50168 7.68712 11.21561 0.218 -0.436 -0.841
H 18.20885 8.93660 11.71006 0.327 0.093 0.292
H 17.34428 7.52449 12.50703 0.972 -0.065 0.177
H 14.74132 8.00202 12.95858 0.504 -0.047 0.293
H 15.77906 7.82503 14.38625 -0.389 0.275 0.136
H 14.63632 9.24786 14.13451 0.354 -0.082 0.446
H 16.92998 10.29193 14.95878 -0.142 0.229 -0.106
H 18.05946 9.08388 14.55045 0.472 0.471 -0.495
H 18.02832 10.75285 13.66761 0.632 -0.176 -0.071
H 13.50390 10.40248 12.32419 -0.571 0.298 0.186
H 13.88415 8.84613 11.59661 -0.218 0.006 0.081
H 13.17660 10.03107 10.55299 0.112 0.340 0.587
H 16.04443 12.08158 13.46048 -0.025 -0.037 0.125
C 9.43167 10.47938 15.63345 -0.143 0.864 0.175
C 10.81588 9.95790 16.05553 -0.655 0.722 0.805
C 11.68352 11.15459 16.56636 -0.734 -0.544 0.785
C 11.12947 11.63786 17.93556 -0.941 0.184 0.002
C 11.12400 10.55642 19.04439 -0.788 -1.026 -1.522
C 10.29968 9.31139 18.52082 0.496 -0.493 0.742
N 10.75450 8.95284 17.15139 -0.160 -0.416 0.262
O 9.89136 7.84874 16.70785 0.811 0.519 0.254
C 10.59679 8.03273 19.43455 -0.291 1.507 -1.488
C 8.79934 9.55681 18.60682 -1.009 0.047 0.556
C 11.42257 9.20886 14.90794 0.233 -0.482 -1.460
H 8.94699 9.66386 15.14603 -0.586 -0.415 -0.587
H 9.46244 11.37197 14.97406 0.313 -0.679 0.061
H 8.77405 10.78375 16.44822 0.321 -0.107 0.031
H 12.70942 10.89020 16.76465 0.481 -0.589 -0.249
H 11.71522 11.92724 15.78365 -0.237 -0.101 0.412
H 10.07823 11.94820 17.82308 0.229 -0.007 -0.168
H 11.61324 12.54492 18.28106 0.454 0.121 0.012
H 10.59937 10.87828 19.95887 0.461 0.130 -0.288
H 12.13191 10.20493 19.26076 0.121 0.124 0.195
H 11.61464 7.71190 19.20785 -0.062 -0.183 0.200
H 10.49599 8.33992 20.47295 -0.050 -0.243 0.098
H 9.85503 7.28189 19.13350 0.364 -0.006 0.448
H 8.48845 10.57250 18.36611 0.144 0.032 -0.267
H 8.24770 8.84631 17.95816 0.302 0.445 0.462
H 8.43086 9.44614 19.64955 0.346 -0.280 -0.474
H 10.81090 8.38009 14.49943 -0.018 0.368 0.755
H 12.34395 8.77305 15.26521 0.548 -0.072 -0.214
H 11.57601 9.79238 13.98936 0.320 0.409 0.497
H 10.53384 7.12648 16.66455 -0.263 0.122 -0.054
C 16.92627 17.17493 17.08673 0.281 0.643 -1.582
C 17.40067 18.58867 17.38706 0.118 0.645 1.437
C 17.40528 19.53324 16.16575 -1.303 1.136 0.294
C 15.92914 19.94082 15.80054 0.637 -2.158 0.475
C 15.17502 20.58364 16.95108 1.195 0.597 -0.047
C 15.18612 19.74201 18.24141 0.500 0.028 0.089
N 16.61722 19.31779 18.53100 -0.216 -0.446 -0.835
O 16.50424 18.39464 19.65296 0.895 0.432 -0.016
C 14.71136 20.63870 19.36865 0.816 0.495 0.886
C 14.26032 18.57055 18.04413 0.128 -1.208 -0.507
C 18.83927 18.46837 17.88872 0.644 1.439 -0.527
H 15.95170 17.17943 16.63604 -0.272 -0.436 -0.107
H 16.96361 16.46894 17.88477 -0.044 -0.085 0.873
H 17.61189 16.79022 16.32170 -0.018 -0.053 -0.017
H 18.00766 20.43299 16.37416 -0.167 -0.242 0.235
H 17.87786 19.07089 15.30636 0.044 -0.394 -0.102
H 15.50730 18.92327 15.64067 -0.274 0.744 -0.402
H 15.82449 20.48964 14.87423 0.197 0.213 -0.168
H 14.17424 20.87364 16.63514 -0.301 -0.367 0.203
H 15.66196 21.54076 17.16744 0.092 0.010 0.128
H 14.75216 20.22867 20.38174 -0.392 -0.673 -0.306
H 15.40280 21.47640 19.50000 -0.110 0.230 -0.508
H 13.71597 21.01554 19.16115 -0.174 0.056 0.015
H 14.54742 18.09755 17.10632 -0.420 -0.154 0.122
H 14.31054 17.77407 18.79737 0.086 0.462 -0.097
H 13.22653 18.85421 17.92750 -0.414 0.380 0.159
H 19.20418 19.44686 18.25594 -0.349 -0.394 0.212
H 19.54164 18.27245 17.06484 -0.376 -0.381 -0.004
H 18.96358 17.70958 18.63401 0.040 -0.431 0.506
H 17.24464 18.65304 20.24818 -0.808 -0.129 -0.639
C 20.57098 10.96647 17.10162 -1.419 -0.643 -0.027
C 20.13940 12.35059 17.52153 1.011 0.695 0.295
C 18.61913 12.50618 17.78305 -0.050 -0.031 0.719
C 18.22257 13.83860 18.43386 2.052 0.478 0.099
C 19.11603 14.03735 19.72252 -1.514 0.046 -0.554
C 20.62329 14.01647 19.46582 0.687 -1.436 -0.148
N 20.90314 12.70467 18.77846 -0.601 -0.026 -0.277
O 22.28355 12.65668 18.43012 0.000 0.912 -0.399
C 21.02593 15.28740 18.75186 -1.055 0.713 -0.990
C 21.38310 13.91069 20.79979 -0.408 0.835 0.006
C 20.58272 13.17494 16.33038 -2.031 1.985 -0.410
H 21.58515 10.91280 16.70989 -0.061 0.027 0.288
H 19.87541 10.65831 16.31565 0.181 -0.018 -0.237
H 20.35994 10.28483 17.90044 0.417 -0.688 0.639
H 18.06724 12.39344 16.84972 0.104 -0.220 -0.160
H 18.22815 11.76600 18.51147 0.521 -0.204 -0.556
H 17.14890 13.84331 18.61328 0.182 0.085 0.341
H 18.46456 14.68278 17.78077 -0.328 -0.077 -0.247
H 18.79403 13.20044 20.35521 0.460 0.316 0.451
H 18.88901 15.01588 20.19198 -0.101 -0.587 0.006
H 21.96150 15.39564 18.24204 1.047 -0.641 0.305
H 20.34472 15.49261 17.91919 -0.268 0.121 0.299
H 20.92357 16.11126 19.44904 0.042 0.254 0.155
H 21.20877 14.79684 21.42198 -0.554 -0.225 0.068
H 21.07236 12.99951 21.29287 0.069 -0.111 0.337
H 22.45624 13.95894 20.69690 0.383 -0.455 -0.484
H 20.06371 12.79790 15.43459 0.485 -0.065 0.098
H 21.64162 13.27296 16.19762 0.501 -0.318 -0.024
H 20.17246 14.19621 16.44108 0.325 -0.213 -0.219
H 22.65309 11.91316 18.89186 -0.021 -0.528 0.474
C 21.16262 17.58344 10.69475 -1.128 -1.020 -0.119
C 20.79715 17.83735 12.18090 1.020 -0.736 0.548
C 19.99688 16.67297 12.82971 1.022 1.190 1.275
C 20.07695 16.77770 14.41416 0.169 1.422 -1.670
C 21.52226 16.65617 14.89361 -0.644 -1.004 0.399
C 22.34823 17.80970 14.39338 -0.295 2.047 -1.430
N 22.17102 17.93442 12.85866 -0.931 -0.553 1.028
O 22.63124 19.23626 12.57502 0.057 0.639 -0.442
C 21.90672 19.15128 15.11145 1.082 -0.645 0.763
C 23.86147 17.61136 14.54153 -0.521 -0.288 0.627
C 19.99514 19.11416 12.28328 0.008 0.568 -0.056
H 21.69442 16.62223 10.51545 0.173 0.811 0.498
H 21.69849 18.46154 10.34713 0.261 -0.196 -0.244
H 20.26303 17.44215 10.05100 0.206 0.513 0.537
H 18.95917 16.78160 12.52294 -0.006 -0.303 -0.222
H 20.45282 15.76898 12.47974 -0.079 -0.914 -0.125
H 19.38649 16.06496 14.86908 0.075 0.194 0.191
H 19.81984 17.84797 14.59691 -0.630 -0.928 0.371
H 21.84167 15.67281 14.53032 0.609 0.138 0.101
H 21.56989 16.64350 16.00308 -0.012 -0.084 -0.544
H 22.65538 19.93490 14.98762 0.153 -0.213 -0.167
H 21.00551 19.59711 14.72574 -0.384 -0.205 0.265
H 21.86054 18.98560 16.21665 -0.297 0.000 -0.801
H 24.50428 18.45215 14.25957 -0.476 -0.102 -0.475
H 24.11542 17.46709 15.58558 -0.059 -0.333 0.376
H 24.06547 16.70352 13.98646 0.583 -0.069 -0.094
H 20.10816 19.63510 13.22230 -0.129 -0.106 0.230
H 18.94382 18.90192 12.13748 -0.285 0.029 -0.172
H 20.32983 19.83289 11.54957 -0.050 0.179 -0.354
H 23.49666 19.09827 12.20006 0.422 -0.037 -0.279
C 16.03652 17.90308 9.06014 1.475 -0.314 -1.453
C 14.98599 18.26017 10.04712 0.324 -0.862 0.083
C 13.83864 18.97917 9.30324 -0.221 -1.847 0.190
C 13.00759 17.90617 8.49227 1.061 0.539 1.127
C 12.51873 16.74422 9.39976 0.624 1.120 -0.818
C 13.71913 16.05132 10.09675 0.643 -0.558 0.983
N 14.53113 17.07929 10.79669 -1.293 -0.124 0.669
O 15.64775 16.43889 11.47905 -0.538 0.344 -0.835
C 13.15821 15.10204 11.24084 -0.317 0.976 -2.005
C 14.59242 15.22963 9.09729 -0.474 -0.824 0.499
C 15.63933 19.14586 11.06474 0.130 0.909 -0.090
H 16.75743 17.16238 9.43203 0.007 0.507 0.295
H 16.52361 18.84460 8.80150 0.486 -0.180 -0.147
H 15.71517 17.46178 8.11895 -0.381 0.247 -0.021
H 13.20814 19.48176 10.04316 -0.063 0.120 -0.211
H 14.32483 19.69396 8.62708 -0.357 0.022 0.197
H 13.67758 17.43797 7.76869 -0.216 0.420 -0.360
H 12.20584 18.45111 8.00464 -0.252 -0.346 -0.268
H 12.09819 16.00671 8.71278 -0.362 -0.105 0.320
H 11.73261 17.18940 10.03855 0.470 -0.765 0.278
H 12.25182 14.68592 10.79686 -0.178 -0.213 0.319
H 13.79169 14.26955 11.49784 0.484 0.014 0.245
H 12.90057 15.74876 12.06960 -0.065 -0.137 0.373
H 14.84789 15.72492 8.16400 -0.120 -0.034 0.094
H 15.49994 14.85384 9.57892 0.133 0.623 0.149
H 14.12345 14.26934 8.87146 -0.538 0.168 -0.284
H 16.60565 18.77244 11.37238 -0.044 -0.620 0.548
H 14.91873 19.26178 11.87249 0.380 0.391 0.322
H 15.95327 20.08088 10.59858 -0.628 0.412 0.056
H 15.35230 16.38812 12.39653 -0.129 0.114 -0.083
C 12.83225 15.50950 20.00727 -0.092 -0.086 -0.519
C 14.16971 15.56215 20.76312 -1.001 0.248 0.188
C 15.38053 14.96216 20.06877 -0.173 -0.391 -0.112
O 14.41039 16.85644 21.27443 -0.274 -0.349 0.947
H 12.47096 14.44734 19.92890 0.164 1.049 0.052
H 12.96354 15.92134 19.01904 -0.049 -0.017 -0.753
H 12.07707 16.18413 20.47095 0.529 -0.789 0.091
H 13.86432 14.96303 21.60573 0.835 -0.252 0.890
H 15.12811 13.91054 19.87372 0.244 0.086 -0.160
H 16.27435 14.97334 20.71900 -0.459 0.119 -0.246
H 15.63666 15.44496 19.10498 -0.292 -0.066 0.514
H 14.74630 17.43545 20.60438 0.540 0.461 -0.727